112
Properties=species:S:1:pos:R:3 method="wB97M-V/def2-TZVPD" gap_ev=7.814 max_force_ev_per_a=2.69 homo_energy_ev=-8.3
C 1.569 2.477 4.620
C 0.323 2.059 3.758
C 0.203 3.022 2.543
C 0.527 2.344 1.179
C -0.470 1.186 0.929
C -0.950 0.911 -0.503
C -1.957 2.004 -0.979
O -1.525 3.338 -0.681
C -1.988 4.288 -1.528
C -1.126 5.339 -1.772
C -1.475 6.331 -2.635
C -2.689 6.288 -3.282
C -3.553 5.261 -3.019
C -3.210 4.250 -2.148
O -1.545 -0.319 -0.795
C -2.461 -1.031 -0.004
C -2.899 -2.187 -1.005
C -3.479 -3.449 -0.373
O -4.244 -4.090 -1.433
B -1.892 -1.897 1.247
O -0.585 -2.384 1.122
O -2.674 -2.143 2.333
C -3.811 -0.416 0.433
C -3.830 0.612 1.574
F -4.590 0.060 -0.638
C 0.285 0.903 -1.517
N 0.810 2.226 -1.876
C 0.447 2.718 -2.897
S -0.217 3.175 -4.224
N 1.370 0.219 -0.866
O 2.411 0.089 -1.789
C 3.522 -0.616 -1.271
C 4.719 -0.159 -2.133
C 4.480 -0.529 -3.628
P -0.061 -0.261 -3.011
O 0.196 -1.645 -2.623
O 1.001 0.009 -4.215
O -1.509 -0.036 -3.657
H 2.456 1.957 4.236
H 1.374 2.297 5.682
H 1.759 3.563 4.505
H -0.536 2.131 4.440
H 0.421 1.013 3.444
H -0.854 3.344 2.490
H 0.783 3.945 2.668
H 1.548 1.947 1.271
H 0.547 3.143 0.439
H -1.288 1.333 1.649
H 0.034 0.271 1.290
H -2.045 1.898 -2.074
H -2.961 1.874 -0.566
H -0.166 5.341 -1.258
H -0.757 7.126 -2.823
H -2.928 7.077 -3.988
H -4.507 5.246 -3.542
H -3.908 3.435 -1.977
H -3.580 -1.818 -1.779
H -1.980 -2.491 -1.535
H -2.731 -4.212 -0.098
H -4.197 -3.309 0.446
H -4.927 -4.620 -1.013
H -0.586 -3.116 0.490
H -2.159 -2.613 3.018
H -4.407 -1.254 0.819
H -3.076 0.455 2.351
H -4.802 0.502 2.082
H -3.782 1.663 1.264
H 1.061 -0.667 -0.462
H 3.657 -0.379 -0.207
H 3.336 -1.690 -1.454
H 4.694 0.940 -2.095
H 5.650 -0.570 -1.744
H 3.789 -1.372 -3.744
H 4.042 0.323 -4.165
H 5.431 -0.758 -4.128
H 1.688 0.626 -3.924
H -1.946 -0.883 -3.825
C -2.169 -6.548 2.879
Br -1.359 -4.923 3.548
Br -3.540 -6.164 1.581
Br -0.864 -7.793 2.208
H -2.655 -7.036 3.713
C -2.165 8.447 -7.378
Br -3.684 8.718 -6.220
Br -0.607 9.386 -6.740
Br -1.808 6.573 -7.655
H -2.420 8.869 -8.341
C 3.656 -8.854 3.103
Br 2.690 -9.285 4.710
Br 3.345 -10.142 1.701
Br 3.307 -7.055 2.528
H 4.709 -8.901 3.351
C 1.041 5.899 6.958
Br -0.187 6.463 5.583
Br 0.318 4.461 8.020
Br 2.766 5.448 6.227
H 1.187 6.741 7.620
C -1.315 -11.904 3.422
Br -1.059 -10.665 4.875
Br 0.103 -13.206 3.339
Br -3.053 -12.737 3.489
H -1.274 -11.330 2.505
C 7.230 -6.107 3.751
Br 6.180 -6.593 5.296
Br 6.929 -7.320 2.284
Br 6.937 -4.277 3.238
H 8.270 -6.198 4.032
C 3.217 5.326 -5.120
Br 1.682 5.627 -3.994
Br 4.780 6.249 -4.468
Br 3.555 3.442 -5.375
H 2.985 5.741 -6.091